(1)
Density functional theory data (ωB97M-V/def2-TZVPD) for a cluster of 5 separate species, C23H50F3NO7 in total in a non-equilibrium geometry.

Calculated values
- Total charge: 0
- HOMO level: -9.54 eV
- Multiplicity: 1
- SMILES: CNCOC(=O)OCCC(F)=C(F)F.CCOCC.CCOCC.CCOCC.CCOCC

Last column: Mulliken charge in e.
Element x y z (Å)
F -0.46679 -0.77892 2.23745  -0.38
F -0.38285 -1.82206 -1.15944  -0.26
F -0.95139 -2.93780 0.68207  -0.19
O -2.90313 1.37366 1.25700  -0.31
O 4.35876 -1.40665 -4.50877  -0.32
O -5.81814 6.83554 1.91595  -0.41
O 0.38510 -7.33014 3.79055  -0.42
O 2.79488 1.55047 -1.49266  -0.52
O 2.37042 1.86891 0.69297  -0.38
O 4.28787 0.94884 0.08907  -0.24
N 5.34555 -1.19498 -0.01731  -0.32
C 3.80293 -1.13776 -5.78163  -0.39
C -3.72200 0.23012 1.40080  -0.07
C 5.62885 -2.03211 -4.50432  -0.32
C 1.58244 -7.98393 1.74178  -1.01
C 0.62865 -5.94062 3.68021  -0.47
C -0.25027 -0.71792 0.90566  0.18
C -5.93127 6.03740 0.75399  -0.33
C -0.51670 -1.78663 0.16293  0.54
C -4.68361 6.02654 -0.11291  -1.08
C -4.86413 0.15423 0.40171  -1.18
C 0.31066 -8.04292 2.57130  -0.32
C -4.16665 2.82361 2.79519  -1.12
C 3.13493 1.44359 -0.34620  0.66
C 6.07821 -0.89120 1.21759  -0.83
C -0.43550 -5.18380 2.90424  -0.78
C 4.88731 -0.06646 -0.75422  -0.61
C 3.57339 -2.37774 -6.62910  -1.03
C 6.71461 -1.21924 -5.18925  -1.12
C -5.57114 8.21212 1.70049  -0.34
C -3.54532 2.62427 1.42344  -0.22
C 1.57854 0.81904 1.22023  -0.71
C 0.32546 0.54995 0.38602  0.09
C -6.65738 8.91773 0.90657  -1.03
H 3.05976 -2.11017 -7.55266  0.38
H -4.47467 7.00595 -0.54503  0.38
H 2.84718 -0.65393 -5.58144  0.32
H 5.88872 -2.15987 -3.45270  0.34
H -4.59253 8.35727 1.22896  0.31
H 2.43755 -8.31861 2.33017  0.29
H -3.42176 2.67032 3.57680  0.33
H 1.26275 1.09667 2.21263  0.33
H -5.58970 0.95585 0.54859  0.27
H -3.05793 -0.62105 1.24932  0.14
H -4.29043 2.77839 0.63394  0.26
H 4.21084 -0.42071 -1.51829  0.53
H -6.80708 6.33464 0.16602  0.31
H 7.68077 -1.71052 -5.07153  0.41
H 5.56542 -3.03659 -4.93801  0.30
H 5.73683 0.37200 -1.26100  0.29
H -5.39172 -0.79368 0.50785  0.41
H -1.42228 -5.36784 3.33106  0.29
H -0.37422 1.37020 0.46552  0.01
H -4.09958 0.15504 2.42655  0.26
H -0.23527 -4.11326 2.93565  0.27
H -6.12761 5.02771 1.11728  0.29
H 6.99220 -1.47584 1.23748  0.32
H -5.50653 8.65181 2.69560  0.33
H -2.76913 3.37524 1.27205  0.26
H 5.51223 -1.18384 2.09078  0.28
H 4.41680 -0.40854 -6.32210  0.31
H 6.52819 -1.10670 -6.25816  0.28
H 4.51027 -2.86644 -6.90071  0.26
H 6.36124 0.14736 1.27039  0.28
H 1.62068 -5.75888 3.25005  0.31
H -0.54963 -7.70625 1.98154  0.30
H 4.57320 -1.81844 0.15367  0.30
H 0.66128 -5.57149 4.70529  0.34
H -0.46591 -5.48403 1.85603  0.25
H -4.80506 5.32109 -0.93550  0.39
H 1.48796 -8.62576 0.86553  0.39
H 6.77395 -0.22044 -4.75509  0.29
H -4.56336 3.83609 2.88338  0.35
H -4.48490 0.23270 -0.61820  0.31
H 0.57234 0.37830 -0.65025  0.28
H -4.98774 2.12849 2.97668  0.29
H 2.14205 -0.10873 1.29974  0.36
H -6.72162 8.54662 -0.11731  0.26
H 0.11127 -9.07656 2.85407  0.34
H -7.63051 8.76911 1.37592  0.29
H -6.45135 9.98709 0.85857  0.39
H -3.81429 5.73100 0.47644  0.25
H 2.96492 -3.10286 -6.08728  0.30
H 1.79412 -6.97305 1.39030  0.25

***

(2)
Density functional theory data (ωB97M-V/def2-TZVPD) for a structure of composition C23H50N5OP2Pt in a non-equilibrium geometry.

Calculated values
- Total charge: +3
- HOMO level (alpha / beta): -14.60 / -18.56 eV
- Multiplicity: 5

Last column: Mulliken spin population.
Element x y z (Å)
Pt -0.57847 0.05326 -1.15058  0.98
P -0.28092 2.33409 -1.04636  0.13
P -0.28832 -2.22309 -1.33514  0.15
O -3.27017 -0.04703 0.16036  0.17
N 1.44363 0.08721 -1.79863  0.82
N 2.08567 -1.14414 3.71044  0.62
N 2.22300 1.03649 2.61876  0.08
N 0.69862 -0.67162 1.80836  0.13
N 0.22740 0.45293 3.88993  0.25
C -2.85864 -3.21228 -1.84088  0.00
C 2.96827 -0.01698 3.32681  0.00
C 2.23683 1.30223 -1.63456  0.00
C -0.09146 -3.27439 0.17504  -0.02
C -1.22806 2.88440 1.56558  -0.03
C -1.22391 -3.08638 1.19059  0.01
C -0.08113 3.19399 0.60290  -0.03
C 2.22097 -1.14546 -1.72912  -0.01
C -0.98753 4.60821 -2.59404  0.00
C 1.62262 0.39577 1.45601  -0.01
C 0.19207 4.68555 0.55132  0.00
C 1.47889 -1.69168 2.47461  0.00
C -2.23515 -0.00489 -0.36695  0.39
C -1.47730 -3.01500 -2.47894  -0.01
C 1.00730 -0.59617 4.58672  -0.01
C 1.36418 -2.34621 -2.14582  0.02
C -0.34161 -0.27540 2.74473  0.06
C -1.48298 3.24735 -2.09216  0.01
C -0.98387 -4.30287 -3.14755  0.01
C -2.86399 3.36085 -1.43168  0.01
C 1.36733 2.54489 -1.85649  0.01
C 1.15497 1.51796 3.50564  0.00
C 0.19690 -4.75438 -0.04212  0.00
H 1.45376 -0.13066 5.48040  0.00
H -0.95666 3.21855 2.58153  0.00
H 2.41819 -0.05640 0.87371  0.00
H -1.42776 1.80732 1.60721  -0.01
H 0.83121 -2.54028 2.70876  -0.01
H 1.68528 1.81051 4.41058  0.00
H -3.23026 -2.30658 -1.34431  -0.01
H -0.80205 -1.18986 3.13858  0.00
H -1.01888 0.41723 2.20721  0.00
H -0.71282 -5.29871 -0.33450  0.00
H 3.76303 -0.38713 2.66507  0.01
H -1.57368 -2.25136 -3.26840  0.02
H 2.25061 -2.01050 1.77732  0.00
H 0.53696 -5.16986 0.92031  0.00
H -0.83614 -0.05318 -4.08667  0.05
H 0.99620 -4.92312 -0.77464  0.00
H -0.95309 -5.14757 -2.44767  0.00
H 1.19780 1.18803 0.84527  -0.02
H 0.53844 4.97659 1.55732  0.00
H -3.23130 2.39945 -1.04960  0.00
H 3.36132 0.42966 4.24385  0.00
H -2.87340 4.09490 -0.61236  0.00
H 0.00375 -4.18228 -3.60929  0.00
H -3.57925 3.70248 -2.19507  0.00
H -1.39094 -2.01662 1.36026  -0.02
H -2.86863 -4.04287 -1.11986  0.00
H 0.84951 2.77842 1.02679  0.02
H -1.51815 0.12006 -3.74671  0.00
H 1.16372 -2.26408 -3.22208  0.01
H -0.95396 5.35660 -1.79178  0.00
H -0.72456 5.24539 0.32540  0.00
H -3.56783 -3.45715 -2.64537  0.00
H 1.87179 3.46650 -1.54451  0.00
H 0.81567 -2.81429 0.59446  0.01
H 0.00172 4.54337 -3.06342  0.00
H 2.66606 1.32788 -0.60853  0.05
H 3.14008 -1.07281 -2.35329  0.02
H 0.99408 4.92457 -0.15852  0.00
H 2.59850 -1.28673 -0.68834  0.06
H -2.16971 -3.54217 0.86775  0.00
H -2.16334 3.38412 1.27981  0.00
H 1.87128 -3.30127 -1.96447  0.00
H 1.15348 2.61564 -2.93049  0.01
H -1.69566 -4.55412 -3.94729  0.00
H 0.66042 2.38637 3.04612  0.01
H -1.69546 4.96311 -3.35732  0.00
H -0.93990 -3.55406 2.14778  0.00
H -1.58141 2.58711 -2.97184  0.03
H 3.14077 1.30657 -2.28936  0.02
H 0.28604 -1.39397 4.78345  0.00